Record 1
Entry from OMol25: a 2-piece molecular cluster, C23H29N2O6S overall in a non-equilibrium geometry (ωB97M-V/def2-TZVPD).

XYZ file:
```
61
Properties=species:S:1:pos:R:3:forces:R:3
C -4.42284 -1.21599 2.67280 0.215 -0.153 0.458
C -3.98146 -0.26073 1.58780 -0.456 0.095 -0.060
C -4.03798 -0.95301 0.24343 0.305 -0.109 -0.464
C -4.90028 0.95434 1.55384 0.144 0.579 0.108
O -2.60434 0.24522 1.89600 0.515 -0.743 -0.115
C -1.60179 -0.65390 1.92215 -0.657 -2.012 1.051
N -0.39569 0.00259 2.50125 2.319 0.942 -2.177
N 0.64993 -0.52363 1.99686 -2.599 0.436 -1.052
C 1.79667 0.37147 1.78147 1.281 1.053 2.291
O 2.15379 1.26862 2.52996 -0.749 -1.503 -1.365
O 2.43340 -0.04095 0.66337 -0.097 0.129 0.517
C 3.84954 0.39061 0.44022 0.213 0.073 -0.204
C 4.70203 -0.14812 1.56718 -0.028 -0.233 0.373
C 3.95112 1.89247 0.30428 -0.145 0.552 0.058
C 4.32903 -0.23543 -0.86152 -0.158 -0.472 -0.459
O -1.64588 -1.81977 1.59038 0.150 1.551 0.328
H -4.36076 -0.75179 3.66243 0.094 -0.108 -0.111
H -5.46315 -1.51250 2.50298 0.153 0.049 -0.072
H -3.79280 -2.10728 2.64014 -0.166 0.029 0.199
H -3.73804 -0.26593 -0.55665 0.002 -0.145 0.067
H -3.37433 -1.81708 0.26121 -0.188 0.073 -0.247
H -5.06328 -1.29013 0.03821 0.221 0.154 0.142
H -4.65766 1.62268 0.71789 0.039 -0.150 0.138
H -5.94298 0.62938 1.42707 0.354 -0.066 0.006
H -4.85456 1.54385 2.47620 0.113 -0.194 -0.069
H 4.68698 -1.24547 1.54120 -0.043 0.239 0.170
H 5.74087 0.17450 1.43971 -0.185 0.019 -0.015
H 4.33672 0.21602 2.52954 0.159 -0.123 -0.032
H 3.35565 2.23021 -0.55361 0.006 0.017 0.263
H 3.61376 2.37234 1.22338 0.016 0.112 -0.250
H 4.99123 2.19301 0.11388 -0.217 -0.234 0.065
H 3.72133 0.05405 -1.72622 -0.030 0.004 0.230
H 5.36133 0.08794 -1.07247 -0.366 0.020 0.246
H 4.35287 -1.32973 -0.80911 -0.154 0.154 0.047
C 3.01797 4.88891 6.13173 -0.133 -0.039 -0.032
C 2.98178 3.81722 5.23378 -0.214 -0.065 0.178
C 2.21875 2.68525 5.52973 0.008 -0.059 0.129
C 1.52615 2.62238 6.74339 -0.393 0.215 0.031
S 0.60098 1.13641 7.23273 -0.883 0.903 -2.300
C -0.72641 1.07262 6.11037 1.395 0.839 -0.016
C -1.84914 0.32152 6.47554 -0.548 -0.144 0.424
C -3.14371 0.67095 5.98355 0.020 -0.371 0.151
C -4.25534 -0.08988 6.32441 0.142 -0.265 -0.134
C -4.14408 -1.22803 7.13410 -0.055 0.040 0.154
C -2.89466 -1.53321 7.69922 -0.093 0.282 -0.281
C -1.77404 -0.77743 7.40180 -0.171 0.115 -0.209
O 1.56018 0.07405 7.02012 0.431 -0.553 0.570
O 0.09980 1.39163 8.56436 0.388 -0.244 0.774
C 1.52577 3.70449 7.62429 0.178 -0.073 -0.248
C 2.27019 4.84226 7.31183 0.048 -0.114 -0.055
H 3.61287 5.77124 5.89410 -0.138 -0.173 0.078
H 3.53587 3.85555 4.29264 -0.156 0.040 0.295
H 2.15774 1.86217 4.81395 0.046 0.220 0.356
H -0.70066 1.79706 5.27628 -0.044 -0.476 0.736
H -3.23256 1.57364 5.36681 -0.039 -0.382 0.207
H -5.23819 0.19028 5.94654 0.100 0.007 0.001
H -5.01244 -1.85496 7.35071 0.206 0.273 -0.036
H -2.80798 -2.38190 8.37640 0.025 0.114 -0.101
H -0.80906 -1.02968 7.85612 -0.428 0.063 -0.262
H 0.94848 3.63499 8.54572 0.130 -0.017 -0.246
H 2.25396 5.68744 8.00217 0.115 -0.171 -0.227
```
Positions in Å, forces in eV/Å.

Computed properties:
- Net charge: -1
- HOMO-LUMO gap: 0.1325 Eh
- Electronic energy: -50420.2360 eV

---

Record 2
Entry from OMol25: a single C23H29N3O2 molecule (ωB97M-V/def2-TZVPD).

XYZ file:
```
57
Properties=species:S:1:pos:R:3:forces:R:3
C -3.25466 -1.69457 3.19427 0.016 -0.127 0.227
O -3.19828 -0.90112 2.03628 -0.137 0.182 -0.517
C -4.07422 -1.18314 1.01358 -0.012 0.008 -0.041
C -5.00980 -2.20070 1.02342 0.214 0.088 0.238
C -5.84269 -2.39656 -0.07024 -0.042 0.074 -0.196
C -5.75718 -1.58495 -1.18736 -0.003 -0.169 0.206
C -6.65600 -1.78142 -2.37025 0.008 0.058 0.019
C -4.81755 -0.55894 -1.19822 0.019 0.000 0.031
C -3.97883 -0.34839 -0.11772 -0.140 -0.090 -0.041
N -3.02308 0.66598 -0.07388 0.043 -0.242 0.540
C -2.66478 1.55610 -1.02570 0.236 0.183 0.136
O -3.15393 1.66112 -2.13050 -0.096 0.059 -0.230
C -1.55341 2.49246 -0.53933 0.065 -0.006 -0.107
N -0.72514 1.84846 0.46242 -0.049 0.159 0.086
C -0.00554 2.76030 1.33968 0.205 0.175 0.010
C 1.21060 3.40597 0.65775 -0.198 -0.024 0.130
N 2.13669 2.42958 0.11145 0.068 0.051 -0.004
C 2.97740 1.77256 1.10000 0.009 0.043 0.029
C 4.09466 1.05142 0.41566 -0.057 -0.266 0.260
C 4.44974 -0.20196 0.68659 -0.284 0.394 0.113
C 5.53262 -0.95679 0.07107 0.392 -0.328 -0.180
C 6.26843 -0.48338 -1.01654 -0.073 -0.023 0.088
C 7.28558 -1.24033 -1.56418 0.049 0.046 -0.067
C 7.59330 -2.48596 -1.04107 0.037 -0.086 0.022
C 6.87037 -2.97168 0.03543 0.117 -0.108 -0.050
C 5.85107 -2.21649 0.58232 -0.097 0.188 -0.021
C 1.42928 1.50491 -0.76152 -0.228 -0.096 -0.063
C 0.19639 0.86647 -0.10110 0.281 -0.029 -0.108
H -4.23227 -1.62599 3.68227 0.033 -0.011 -0.037
H -3.03107 -2.74374 2.97506 -0.026 0.045 -0.003
H -2.49152 -1.29627 3.86163 -0.067 -0.071 -0.004
H -5.10480 -2.85468 1.87589 0.038 -0.027 0.102
H -6.56529 -3.19874 -0.03914 -0.076 -0.082 -0.015
H -7.34602 -0.94317 -2.46092 -0.089 0.017 -0.071
H -6.07187 -1.82927 -3.28720 -0.022 -0.032 -0.108
H -7.23470 -2.69647 -2.27290 -0.058 -0.051 -0.042
H -4.73000 0.08732 -2.05606 0.031 0.057 -0.039
H -2.47147 0.70117 0.77836 0.051 0.113 -0.176
H -2.04692 3.35677 -0.08370 0.037 -0.011 -0.050
H -1.01020 2.85033 -1.42486 -0.150 -0.052 0.035
H -0.69461 3.53028 1.69284 0.008 -0.021 0.056
H 0.32651 2.17918 2.20663 -0.008 0.083 0.035
H 1.74372 4.04482 1.36513 -0.016 0.048 -0.030
H 0.86924 4.03048 -0.17469 -0.017 0.072 0.065
H 3.40453 2.56262 1.72941 -0.086 -0.056 0.032
H 2.43125 1.07697 1.75814 0.097 0.043 0.033
H 4.60408 1.63798 -0.33418 0.144 0.061 -0.146
H 3.90464 -0.74061 1.45432 -0.124 -0.002 0.066
H 6.03913 0.48153 -1.44160 -0.021 0.101 -0.053
H 7.84343 -0.85785 -2.40682 0.032 0.032 -0.059
H 8.38981 -3.07461 -1.47163 0.057 -0.044 -0.033
H 7.10169 -3.94300 0.44839 0.014 -0.064 0.029
H 5.29079 -2.60270 1.42266 -0.066 -0.013 0.071
H 2.12411 0.72494 -1.07837 -0.076 0.015 -0.093
H 1.12130 2.06723 -1.64871 0.013 -0.088 -0.040
H -0.34135 0.25914 -0.83134 0.021 -0.101 0.037
H 0.51418 0.21271 0.71746 -0.016 -0.074 -0.069
```
Positions in Å, forces in eV/Å.

Computed properties:
- SMILES string: COc1ccc(C)cc1NC(=O)CN1CCN(C/C=C/c2ccccc2)CC1
- HOMO-LUMO gap: 0.3142 Eh
- Energy relative to the best compared isomer or geometry (same formula, charge and spin): 2.7451 eV
- Electronic energy: -32886.6093 eV

---

Record 3
Entry from OMol25: a single C23H29N3O3S molecule (ωB97M-V/def2-TZVPD).

XYZ file:
```
59
Properties=species:S:1:pos:R:3:forces:R:3
O -0.51506 -3.25081 0.24813 0.002 -0.126 0.092
C -0.30358 -2.23565 -0.38244 -0.113 0.165 -0.066
C -1.17645 -1.08576 -0.46933 0.051 0.548 -0.233
C -2.45477 -0.89608 0.14902 -0.068 0.300 0.027
C -2.98049 0.32530 -0.11633 0.432 -0.030 -0.117
S -1.93740 1.29035 -1.13726 -0.004 -0.559 0.161
C -0.77498 0.01468 -1.19745 -0.521 -0.223 0.371
N 0.39372 0.07205 -1.89131 0.146 -0.155 -0.036
C 0.83544 1.27504 -2.57116 0.571 0.288 -0.097
C 2.11134 1.88953 -1.94069 -0.161 -0.112 -0.235
N 2.06899 2.26950 -0.55706 -0.126 0.014 -0.017
C 1.09380 3.27581 -0.19817 0.132 0.269 0.135
C 1.49847 3.91734 1.12808 -0.291 -0.100 -0.014
C 1.60711 2.85020 2.21252 0.263 0.101 -0.065
C 2.57983 1.76728 1.75704 -0.290 -0.182 -0.002
C 2.11978 1.19924 0.41651 0.306 -0.076 0.267
C 1.23589 -1.02397 -1.91628 -0.361 0.240 -0.097
O 2.23675 -1.03351 -2.59879 0.285 -0.034 -0.190
N 0.87494 -2.09192 -1.12317 0.121 -0.292 0.012
C 1.88846 -3.14316 -0.99540 0.124 -0.084 0.251
C 3.01213 -2.65400 -0.14526 0.532 0.068 -0.807
C 4.22310 -2.11652 -0.47000 -0.562 -0.344 0.057
C 4.83777 -1.76059 0.75522 -0.218 -0.079 0.489
C 3.95187 -2.10248 1.72884 0.762 0.400 -0.040
O 2.84450 -2.64047 1.19549 -0.493 -0.234 0.093
C -4.29053 0.87234 0.33240 -0.174 -0.039 -0.183
C -5.46738 0.01459 -0.14604 -0.089 0.078 0.269
C -5.62367 -1.29367 0.62738 0.035 -0.074 -0.358
C -4.51532 -2.31843 0.38698 -0.087 0.060 0.302
C -3.15826 -1.92334 0.97689 -0.064 -0.262 -0.123
H 1.07015 1.01732 -3.60760 -0.116 0.107 0.035
H 0.01300 1.99134 -2.55263 0.053 -0.052 -0.074
H 2.92678 1.17464 -2.06703 -0.059 0.110 -0.075
H 2.34569 2.78346 -2.52780 0.024 -0.057 -0.073
H 1.07106 4.03283 -0.98622 -0.058 0.001 -0.032
H 0.07674 2.85551 -0.09573 0.083 0.069 -0.031
H 2.46701 4.40296 1.00143 0.025 0.082 -0.031
H 0.76443 4.67505 1.40754 0.004 0.068 0.006
H 1.94540 3.29584 3.14972 -0.072 -0.011 0.050
H 0.62369 2.40532 2.38619 -0.062 -0.019 0.058
H 3.57480 2.19682 1.63491 0.092 -0.028 0.001
H 2.63669 0.96387 2.49318 0.043 -0.033 0.033
H 2.82619 0.44226 0.06740 -0.033 -0.061 -0.008
H 1.13772 0.71464 0.56657 0.032 -0.026 -0.004
H 2.25837 -3.39711 -1.98952 -0.030 -0.011 0.181
H 1.39088 -3.99466 -0.52633 0.109 0.110 -0.173
H 4.61327 -1.98668 -1.45770 0.004 0.021 -0.252
H 5.80082 -1.31230 0.88714 0.200 0.091 0.116
H 3.99162 -2.02065 2.79688 -0.092 -0.034 0.153
H -4.30983 0.92462 1.42585 -0.017 0.109 0.006
H -4.40034 1.88772 -0.05348 -0.043 0.041 0.113
H -6.38393 0.59649 -0.02470 -0.032 0.006 -0.054
H -5.34834 -0.19994 -1.21026 -0.032 0.043 -0.054
H -6.57553 -1.74621 0.33779 -0.032 0.016 0.081
H -5.67999 -1.07206 1.69625 -0.063 -0.010 0.076
H -4.82159 -3.26064 0.84634 -0.004 -0.044 -0.053
H -4.40512 -2.49529 -0.68503 -0.003 -0.079 -0.043
H -3.30655 -1.53508 1.98869 0.018 -0.037 0.078
H -2.51908 -2.80292 1.03981 -0.077 0.103 0.124
```
Positions in Å, forces in eV/Å.

Computed properties:
- SMILES string: O=c1c2c3c(sc2n(CCN2CCCCC2)c(=O)n1Cc1ccco1)CCCCC3
- HOMO-LUMO gap: 0.3141 Eh
- Energy relative to the best compared isomer or geometry (same formula, charge and spin): 0.1222 eV
- Electronic energy: -45771.2040 eV

---

Q: The highest electronic energy belongs to which entry?
A: C23H29N3O2

---

Q: Look up the HOMO-LUMO gap of the second one.
A: 0.3142 Eh

---

Q: Which value of HOMO-LUMO gap does entry 2 give?
A: 0.3142 Eh

---

Q: Which of these has the lowest HOMO-LUMO gap?
A: C23H29N2O6S